{
  "formula": "C19H22NS",
  "method": "ωB97M-V/def2-TZVPD",
  "e_homo_ev": -10.472,
  "e_tot_ha": -1189.8114,
  "homo_lumo_gap_ev": 5.261,
  "molar_mass_da": 296.46,
  "charge": 1,
  "lumo_ev": -5.211,
  "species": ["H", "C", "H", "H", "H", "H", "H", "H", "H", "C", "C", "H", "H", "C", "H", "C", "C", "H", "C", "C", "C", "C", "H", "C", "H", "H", "C", "S", "C", "N", "H", "C", "H", "C", "H", "H", "C", "H", "C", "H", "H", "C", "C"],
  "positions_angstrom": [[5.917, -1.949, -0.626], [5.860, -0.127, -1.763], [6.239, -3.961, 2.815], [1.829, -4.383, 0.579], [5.065, 2.774, -3.206], [5.930, -6.030, 3.872], [5.417, -2.075, 1.364], [3.142, 1.023, -3.457], [2.014, -2.178, -0.331], [4.816, -2.973, 1.494], [5.277, -1.184, -1.063], [-0.375, 3.017, 2.420], [2.046, -0.737, -2.090], [2.795, -4.272, 1.070], [2.878, 1.748, 0.614], [4.476, -5.141, 2.557], [1.757, -0.195, 2.455], [5.697, 1.641, -4.414], [3.105, -0.515, -1.937], [5.678, 1.864, -3.334], [2.234, 2.271, 1.323], [3.840, -1.300, -0.992], [-0.896, 1.549, 3.265], [3.230, -5.257, 1.930], [6.937, 0.078, -1.722], [4.237, -6.156, 4.440], [3.710, 0.447, -2.720], [0.888, 1.088, 1.712], [3.586, -3.114, 0.786], [0.793, -2.567, 2.453], [2.605, -6.129, 2.160], [1.255, -1.480, 2.406], [2.604, 0.022, 3.114], [4.891, -6.191, 3.550], [4.791, -7.200, 3.117], [0.638, 2.361, 3.770], [5.268, -4.004, 2.316], [1.823, 3.170, 0.850], [5.081, 0.712, -2.577], [2.730, 2.489, 2.271], [6.703, 2.068, -2.996], [3.096, -2.149, -0.140], [-0.023, 2.115, 2.935]]
}

=====

{
  "formula": "C28H36N13OSbTl",
  "method": "ωB97M-V/def2-TZVPD",
  "relative_energy_ev": 0.124,
  "e_homo_ev": -10.295,
  "e_tot_ha": -2288.2219,
  "homo_lumo_gap_ev": 7.236,
  "molar_mass_da": 896.83,
  "charge": 1,
  "lumo_ev": -3.059,
  "species": ["Tl", "C", "H", "C", "C", "H", "C", "N", "N", "H", "H", "H", "C", "N", "C", "C", "H", "N", "C", "C", "C", "H", "H", "H", "H", "C", "C", "H", "H", "C", "N", "H", "O", "H", "N", "C", "C", "C", "H", "H", "C", "C", "C", "C", "C", "C", "N", "C", "H", "N", "H", "H", "C", "N", "H", "H", "N", "N", "H", "H", "H", "C", "H", "H", "H", "H", "N", "H", "C", "Sb", "H", "N", "H", "H", "C", "C", "H", "H", "H", "H"],
  "positions_angstrom": [[0.150, 0.273, 0.460], [4.529, 0.644, 2.480], [1.655, 3.209, 2.788], [0.660, 3.576, 2.545], [2.173, 0.424, 3.302], [-3.865, -2.041, 0.273], [-0.251, -4.002, -0.656], [-1.282, 0.321, 3.793], [2.664, 0.355, 4.516], [-1.360, -1.968, -2.390], [0.776, -0.519, -6.234], [2.597, 3.578, -0.287], [-0.215, 1.558, -2.703], [-2.815, -2.962, -1.340], [-3.765, 1.033, -2.146], [-1.696, 4.052, 0.337], [3.172, 0.132, 6.920], [-6.434, -0.262, -0.220], [-0.510, -2.636, -0.552], [0.337, -1.859, 0.242], [0.820, -4.584, 0.001], [-2.076, 3.900, -0.668], [-2.725, -3.333, 0.719], [1.414, 3.948, -1.576], [2.059, -1.849, 1.532], [-0.087, -0.740, -5.604], [1.659, -3.807, 0.786], [-0.184, 2.050, -4.808], [1.528, 0.025, 7.498], [-3.450, -3.011, -0.030], [0.421, 0.215, 5.295], [2.494, -4.253, 1.310], [-0.462, 2.572, -2.074], [-1.896, 0.244, 4.586], [-3.459, 1.225, -3.242], [1.628, 4.018, -0.515], [-4.137, 0.728, -0.814], [3.564, 0.771, -0.059], [-2.403, 3.679, 1.075], [0.996, -5.648, -0.093], [0.031, 0.302, 4.026], [1.734, 0.229, 5.491], [-5.415, 0.195, -0.501], [0.584, -0.389, -3.227], [4.933, 0.849, 0.133], [3.173, 0.576, 2.197], [-2.293, 0.765, 0.941], [-1.673, -2.078, -1.346], [-4.610, -3.298, -2.346], [0.477, 0.486, -2.216], [-1.922, -1.063, -0.989], [4.857, 0.584, 3.506], [1.412, -2.448, 0.906], [0.881, 0.386, 2.968], [1.232, -2.226, -3.832], [1.488, -1.844, -2.175], [2.184, 0.121, 6.744], [2.704, 0.643, 0.950], [-1.704, 1.316, -4.242], [-0.142, -1.814, -5.428], [-4.264, -3.734, -0.049], [5.420, 0.785, 1.428], [-3.290, -2.703, -3.359], [0.656, 4.664, 2.603], [1.625, 5.060, -0.200], [3.129, 0.812, -1.052], [1.272, -1.529, -3.109], [-1.503, 5.109, 0.516], [-3.767, -2.610, -2.381], [0.120, 3.013, 0.565], [-0.060, 3.177, 3.258], [-0.040, -0.019, -4.349], [-0.930, -4.601, -1.249], [5.596, 0.956, -0.714], [-0.615, 1.300, -4.142], [-3.157, 0.741, 0.154], [-1.676, 0.433, 2.867], [6.483, 0.841, 1.619], [-0.992, -0.453, -6.135], [-4.161, -1.590, -2.277]]
}